15
Properties=species:S:1:pos:R:3 method="wB97M-V/def2-TZVPD" smiles="NC(=O)O.C=CN" energy_ev=-10315.616 e_above_lowest_kcal_mol=30.8
N -2.01 0.93 -0.19
C -3.02 0.00 0.23
O -4.11 0.30 0.62
O -2.61 -1.27 0.10
H -1.46 1.23 0.61
H -2.48 1.74 -0.56
H -1.74 -1.21 -0.32
C 2.80 0.79 -0.30
C 2.43 -0.35 0.28
N 1.48 -1.25 -0.18
H 2.40 1.10 -1.26
H 3.59 1.37 0.13
H 2.84 -0.62 1.25
H 0.92 -1.03 -0.98
H 0.98 -1.72 0.55